# 1
Formula: C46H43BrClN2OP2RuS2
Source: the OMol25 dataset
Level of theory: wB97M-V/def2-TZVPD

CARTESIAN COORDINATES (ANGSTROEM)
1 Ru 0.223 0.818 -0.656
2 C 0.410 -0.228 2.791
3 N 1.771 -0.697 2.718
4 C 2.418 -0.856 1.435
5 P 1.289 -1.155 -0.019
6 C 0.339 -2.569 0.618
7 C 0.980 -3.623 1.265
8 C 0.231 -4.643 1.831
9 C -1.155 -4.608 1.774
10 C -1.799 -3.542 1.161
11 C -1.056 -2.525 0.586
12 C 2.573 -1.687 -1.185
13 C 3.353 -0.672 -1.740
14 C 4.393 -0.985 -2.598
15 C 4.652 -2.312 -2.912
16 C 3.869 -3.321 -2.371
17 C 2.829 -3.014 -1.505
18 C 2.438 -1.119 3.870
19 C 3.836 -1.187 3.889
20 C 4.506 -1.611 5.025
21 C 3.808 -1.963 6.170
22 C 2.423 -1.893 6.160
23 C 1.740 -1.485 5.025
24 P 0.119 1.241 1.689
25 C 1.497 2.280 2.271
26 C 2.582 2.546 1.438
27 C 3.681 3.241 1.918
28 C 3.700 3.678 3.234
29 C 2.624 3.415 4.070
30 C 1.527 2.716 3.594
31 C -1.369 1.957 2.431
32 C -2.382 1.131 2.916
33 C -3.517 1.688 3.480
34 C -3.653 3.068 3.552
35 C -2.657 3.892 3.048
36 C -1.517 3.340 2.483
37 H 0.200 0.125 3.800
38 H -0.321 -1.005 2.546
39 H 3.083 -1.721 1.469
40 H 3.035 0.011 1.159
41 H 2.060 -3.655 1.339
42 H 0.732 -5.462 2.331
43 H -1.732 -5.409 2.217
44 H -2.880 -3.498 1.140
45 H -1.550 -1.676 0.127
46 H 3.128 0.363 -1.503
47 H 5.000 -0.197 -3.024
48 H 5.463 -2.557 -3.585
49 H 4.065 -4.354 -2.628
50 H 2.209 -3.806 -1.106
51 H 4.409 -0.877 3.025
52 H 5.587 -1.652 5.015
53 H 4.336 -2.285 7.057
54 H 1.864 -2.175 7.042
55 H 0.658 -1.481 5.043
56 H 2.565 2.222 0.405
57 H 4.516 3.448 1.263
58 H 4.556 4.226 3.606
59 H 2.640 3.756 5.097
60 H 0.692 2.512 4.253
61 H -2.302 0.055 2.832
62 H -4.299 1.044 3.857
63 H -4.539 3.499 3.998
64 H -2.765 4.967 3.101
65 H -0.742 3.985 2.084
66 S -0.352 -1.520 -2.399
67 C 0.010 0.100 -2.608
68 Br 0.554 4.370 -5.490
69 C -0.074 2.619 -5.180
70 C -0.657 1.875 -6.280
71 C -1.227 0.698 -6.021
72 C -1.390 0.225 -4.619
73 N -0.352 0.753 -3.727
74 C 0.108 2.051 -3.984
75 H -0.566 2.263 -7.284
76 H -1.622 0.075 -6.812
77 H -1.394 -0.859 -4.555
78 H 0.663 2.526 -3.194
79 C -5.558 -1.665 -5.481
80 C -4.595 -0.996 -4.540
81 C -4.490 -1.476 -3.207
82 C -3.764 -0.760 -2.252
83 C -3.024 0.329 -2.610
84 C -2.832 0.709 -4.044
85 C -3.867 0.087 -4.916
86 S -2.263 1.233 -1.263
87 C -2.930 2.871 -1.622
88 O -2.867 0.728 -0.012
89 H -6.587 -1.451 -5.186
90 H -5.431 -2.748 -5.451
91 H -5.418 -1.324 -6.504
92 H -5.053 -2.352 -2.912
93 H -3.821 -1.032 -1.205
94 H -2.807 1.796 -4.182
95 H -3.967 0.493 -5.915
96 H -3.991 2.773 -1.845
97 H -2.373 3.295 -2.458
98 H -2.761 3.468 -0.728
99 Cl 0.326 3.132 -0.930

The total charge is +1. The gap between HOMO and LUMO (alpha / beta) comes out at 0.25381 / 0.20002 Eh. Its multiplicity is 5. As for the expectation value of S²: 6.061.



# 2
Formula: C46H43F5N7O4STi
Source: the OMol25 dataset
Level of theory: wB97M-V/def2-TZVPD

CARTESIAN COORDINATES (ANGSTROEM)
1 Ti 0.121 -1.389 -0.243
2 C 0.981 -2.937 3.823
3 N -0.236 -2.916 3.014
4 C -1.405 -2.764 3.868
5 C -0.259 -4.064 2.160
6 C -0.822 -5.278 2.541
7 C -0.695 -6.406 1.749
8 C -0.037 -6.328 0.532
9 C 0.504 -5.125 0.125
10 C 0.410 -3.983 0.929
11 N 1.075 -2.797 0.547
12 C 2.441 -2.926 0.399
13 C 3.167 -4.071 0.771
14 C 4.520 -4.175 0.525
15 C 5.209 -3.140 -0.083
16 C 4.528 -1.976 -0.392
17 C 3.171 -1.853 -0.143
18 N 2.454 -0.592 -0.311
19 C 2.835 0.087 -1.557
20 C 2.926 0.229 0.819
21 H 1.061 -3.860 4.413
22 H 0.976 -2.095 4.514
23 H 1.858 -2.863 3.182
24 H -2.308 -2.805 3.264
25 H -1.474 -3.516 4.667
26 H -1.361 -1.779 4.334
27 H -1.336 -5.358 3.486
28 H -1.088 -7.350 2.097
29 H 0.056 -7.207 -0.090
30 H 1.028 -5.065 -0.821
31 H 2.662 -4.895 1.248
32 H 5.037 -5.079 0.798
33 H 6.259 -3.231 -0.313
34 H 5.077 -1.165 -0.845
35 H 2.246 0.996 -1.683
36 H 3.890 0.388 -1.550
37 H 2.661 -0.577 -2.405
38 H 4.017 0.331 0.778
39 H 2.667 -0.262 1.757
40 H 2.493 1.228 0.796
41 C -0.047 12.633 0.366
42 O -0.022 11.701 -0.692
43 C -0.123 10.382 -0.446
44 C -0.175 9.567 -1.586
45 C -0.275 8.207 -1.469
46 C -0.319 7.593 -0.209
47 C -0.272 8.405 0.926
48 C -0.175 9.781 0.812
49 C -0.357 6.150 -0.191
50 N -0.333 5.421 -1.290
51 C -0.309 4.131 -0.893
52 C -0.318 4.055 0.507
53 N -0.361 5.355 0.928
54 C -0.240 2.821 1.194
55 C -0.265 2.667 2.590
56 C -0.131 1.410 3.121
57 C 0.044 0.311 2.268
58 N 0.085 0.433 0.954
59 C -0.105 1.648 0.403
60 C -0.181 1.711 -1.034
61 N -0.135 0.542 -1.709
62 C -0.197 0.600 -3.028
63 C -0.336 1.781 -3.764
64 C -0.377 2.980 -3.094
65 C -0.288 2.959 -1.696
66 H -0.037 13.612 -0.112
67 H 0.832 12.535 1.011
68 H -0.957 12.534 0.964
69 H -0.129 10.042 -2.551
70 H -0.313 7.574 -2.340
71 H -0.299 7.974 1.917
72 H -0.127 10.380 1.709
73 H -0.403 5.683 1.877
74 H -0.401 3.528 3.227
75 H -0.166 1.259 4.186
76 H 0.153 -0.696 2.657
77 H -0.112 -0.341 -3.553
78 H -0.406 1.731 -4.839
79 H -0.481 3.934 -3.586
80 C -3.767 -5.178 0.605
81 S -3.149 -4.406 -0.944
82 C -2.764 -5.988 -1.800
83 O -1.831 -3.825 -0.611
84 H -4.560 -5.874 0.360
85 H -4.147 -4.386 1.241
86 H -2.939 -5.676 1.098
87 H -3.693 -6.450 -2.113
88 H -2.201 -6.634 -1.137
89 H -2.160 -5.754 -2.670
90 C -3.817 -0.826 0.244
91 C -2.498 -0.880 0.985
92 O -2.365 -0.379 2.091
93 O -1.520 -1.445 0.359
94 H -4.626 -0.624 0.941
95 H -3.988 -1.748 -0.304
96 H -3.746 -0.016 -0.481
97 F -2.114 -1.544 -2.150
98 C -1.186 -2.387 -2.672
99 C 0.094 -2.330 -2.127
100 C 1.011 -3.123 -2.802
101 F 2.307 -3.093 -2.411
102 C 0.705 -3.938 -3.890
103 F 1.656 -4.667 -4.484
104 C -0.607 -4.003 -4.341
105 F -0.939 -4.824 -5.340
106 C -1.567 -3.197 -3.734
107 F -2.842 -3.232 -4.148

The total charge is +1. The gap between HOMO and LUMO comes out at 0.25025 Eh.



Electronic energy
In order: -6571.32965, -4209.83999
Unit: Eh
ΔE to the lowest compared entry with this formula, charge and spin
In order: 48.3, 28.9
Unit: kcal per mole